No. 1
{
  "formula": "C4H4NO2PS",
  "method": "wB97M-V/def2-TZVPD",
  "smiles": "C#CN(C)C(=O)OP=S",
  "energy_ev": -29919.717,
  "homo_ha": -0.3382,
  "e_lumo_ev": -1.8,
  "gap_ev": 7.39,
  "e_above_lowest_kcal_mol": 11.7,
  "species": ["C", "C", "C", "C", "N", "O", "O", "P", "S", "H", "H", "H", "H"],
  "positions_angstrom": [[0.57333, 0.12447, -0.97752], [1.02802, -1.44528, 0.80998], [1.81485, -2.27887, 1.18878], [-1.04029, -0.04651, 0.99106], [0.15230, -0.57774, 0.21395], [1.59469, -0.08316, -1.57692], [-0.34872, 0.99582, -1.36123], [-0.35473, 2.26354, -2.56354], [-1.97835, 3.21436, -2.10849], [2.49759, -2.61459, 1.87146], [-0.71511, 0.31708, 1.90975], [-1.74592, -0.74042, 1.01324], [-1.47767, 0.87130, 0.58948]],
  "lowdin_charge": [-0.59, -0.15, 0.13, 0.02, -0.03, 0.10, -0.40, 0.55, 0.16, 0.00, 0.07, 0.04, 0.09]
}

No. 2
{
  "formula": "C5H13NO2",
  "method": "wB97M-V/def2-TZVPD",
  "energy_ev": -10976.526,
  "homo_ha": -0.3147,
  "e_lumo_ev": 1.0,
  "gap_ev": 9.53,
  "e_above_lowest_kcal_mol": 123.4,
  "species": ["C", "C", "C", "N", "O", "H", "H", "H", "H", "H", "H", "H", "H", "H", "C", "C", "O", "H", "H", "H", "H"],
  "positions_angstrom": [[-1.23700, -0.58527, -0.19372], [-1.58660, 0.32606, -1.32354], [-2.16054, -0.61619, 0.98130], [0.32862, 0.64518, 1.85256], [0.24035, 0.35501, 0.47205], [-0.98715, -1.58707, -0.52683], [0.97656, -0.03344, 2.25534], [0.68522, 1.59203, 1.96269], [-3.10916, -1.06299, 0.66295], [-2.47444, -0.07046, -1.82883], [-0.78704, 0.32381, -2.06160], [-1.79466, 1.33250, -0.96670], [-1.76898, -1.27758, 1.75371], [-2.32036, 0.38152, 1.38573], [2.44920, 0.57734, -0.96392], [1.88301, -0.54220, -0.12369], [1.28783, -1.56230, -0.55258], [2.61930, -0.78748, 0.68325], [2.87822, 1.35817, -0.33061], [1.65246, 1.06406, -1.52479], [3.22515, 0.16929, -1.61278]],
  "lowdin_charge": [-0.18, -0.07, -0.09, 0.02, -0.29, 0.12, 0.08, 0.09, 0.09, 0.09, 0.08, 0.09, 0.08, 0.08, -0.06, -0.40, -0.09, 0.12, 0.07, 0.07, 0.09]
}